Entry 1:
{
  "formula": "C42H115N9O15V",
  "method": "wB97M-V/def2-TZVPD",
  "lumo_energy_ev": 0.30,
  "total_charge": -1,
  "e_homo_ev": -3.9,
  "relative_energy_kcal_mol": 299.9,
  "total_energy_ev": -115216.0322,
  "orbital_gap_ev": 4.19,
  "species": ["N", "H", "H", "C", "O", "H", "O", "H", "O", "C", "H", "C", "H", "H", "O", "C", "C", "C", "C", "C", "N", "N", "H", "H", "H", "O", "H", "H", "C", "H", "H", "H", "C", "C", "N", "H", "C", "H", "H", "N", "C", "C", "C", "H", "H", "H", "C", "H", "O", "H", "H", "H", "C", "H", "H", "H", "H", "H", "H", "H", "C", "C", "H", "H", "H", "H", "N", "H", "H", "C", "H", "C", "C", "O", "N", "H", "H", "C", "O", "H", "O", "C", "H", "H", "H", "H", "O", "H", "H", "V", "H", "H", "H", "C", "H", "H", "C", "H", "H", "H", "C", "O", "H", "H", "H", "N", "H", "H", "C", "O", "H", "C", "C", "H", "H", "H", "H", "H", "H", "H", "H", "C", "H", "O", "C", "H", "H", "H", "C", "H", "H", "H", "O", "H", "H", "C", "C", "C", "C", "H", "H", "H", "H", "H", "H", "H", "H", "H", "O", "H", "C", "C", "H", "H", "H", "C", "H", "H", "H", "H", "H", "H", "H", "H", "H", "H", "H", "H", "C", "H", "C", "H", "H", "H", "H", "H", "H", "H", "H", "N", "H", "H"],
  "coordinates": [[-16.93, -10.93, 24.51], [-26.58, -17.48, 14.33], [-17.63, -11.32, 23.91], [-23.55, -0.67, 16.41], [-28.88, -8.98, 18.80], [-15.76, -12.67, 16.76], [-30.11, -9.81, 25.46], [-29.97, -11.63, 24.54], [-20.08, -15.12, 18.10], [-22.47, -11.52, 21.34], [-27.12, -8.20, 19.46], [-15.90, -10.58, 29.21], [-13.56, -10.77, 20.94], [-23.05, -14.68, 26.92], [-21.21, -11.83, 20.80], [-14.47, -12.63, 19.08], [-22.93, -15.73, 26.64], [-22.76, -20.77, 21.12], [-26.00, -13.51, 13.02], [-20.58, -5.51, 25.24], [-22.60, -20.25, 26.82], [-31.08, -11.24, 20.66], [-30.37, -15.66, 22.80], [-19.99, -22.98, 23.96], [-21.66, -19.07, 22.02], [-23.52, -2.03, 16.63], [-16.11, -9.53, 29.38], [-22.54, -7.11, 26.55], [-17.33, -12.80, 25.92], [-20.05, -7.39, 25.96], [-24.23, -8.52, 24.18], [-22.54, -0.36, 16.18], [-21.54, -19.87, 21.29], [-13.14, -12.38, 19.83], [-21.49, -19.23, 20.02], [-29.58, -11.58, 26.28], [-21.70, -17.84, 27.08], [-12.31, -12.73, 19.22], [-26.32, -16.70, 16.82], [-25.32, -16.70, 16.65], [-25.50, -17.38, 14.32], [-15.87, -11.76, 17.36], [-22.18, -7.37, 25.56], [-31.46, -8.50, 18.91], [-24.07, -0.10, 17.18], [-31.43, -7.67, 27.95], [-32.18, -8.67, 26.17], [-17.54, -13.30, 26.86], [-25.52, -14.73, 13.56], [-31.27, -10.33, 27.15], [-22.37, -11.45, 22.42], [-21.88, -20.68, 27.39], [-31.60, -9.16, 19.76], [-18.33, -10.99, 26.05], [-22.58, -15.77, 25.60], [-17.90, -13.30, 25.13], [-26.96, -9.68, 18.39], [-19.47, -23.06, 22.28], [-28.43, -10.95, 25.05], [-22.28, -9.10, 15.15], [-13.13, -13.20, 21.08], [-29.47, -11.06, 25.33], [-23.79, -2.31, 18.65], [-24.97, -6.97, 23.84], [-22.61, -21.38, 20.23], [-21.88, -11.00, 13.78], [-20.40, -7.31, 23.84], [-15.34, -12.56, 19.74], [-20.99, -5.11, 26.17], [-20.72, -6.95, 25.23], [-25.87, -13.36, 11.95], [-19.62, -22.38, 23.12], [-20.28, -20.69, 21.54], [-28.60, -15.29, 20.90], [-33.51, -8.84, 26.75], [-23.26, -4.38, 19.88], [-32.35, -8.34, 25.15], [-25.76, -14.96, 14.92], [-14.65, -11.54, 18.09], [-30.43, -12.00, 20.48], [-22.07, -16.52, 27.48], [-30.72, -10.37, 19.64], [-22.39, -19.14, 19.59], [-16.71, -12.07, 17.98], [-23.89, -19.79, 28.97], [-30.60, -17.05, 21.73], [-20.87, -9.58, 16.50], [-29.11, -9.56, 20.83], [-20.81, -11.76, 14.77], [-20.34, -15.04, 19.63], [-28.25, -17.31, 21.08], [-22.23, -20.24, 25.88], [-12.10, -10.98, 20.69], [-31.54, -7.49, 26.88], [-25.05, -18.34, 14.57], [-12.16, -13.12, 21.57], [-23.71, -12.40, 20.92], [-24.06, -0.51, 15.46], [-21.50, -17.84, 26.01], [-18.63, -22.00, 23.38], [-21.11, -10.74, 14.51], [-16.69, -11.08, 28.16], [-20.68, -10.27, 17.14], [-19.36, -20.11, 21.59], [-24.55, -12.31, 21.62], [-21.65, -4.37, 16.93], [-23.71, -4.47, 17.54], [-27.69, -15.00, 20.76], [-29.91, -16.58, 22.43], [-23.57, -13.77, 20.69], [-28.55, -10.78, 19.70], [-17.30, -11.29, 25.87], [-16.34, -10.63, 26.88], [-20.96, -19.80, 19.38], [-31.89, -10.73, 25.62], [-33.90, -9.74, 26.50], [-21.56, -5.37, 17.02], [-22.16, -8.46, 25.48], [-22.62, -10.58, 16.07], [-31.40, -8.58, 20.66], [-22.74, -10.50, 21.06], [-27.53, -8.78, 18.64], [-21.91, -4.18, 15.97], [-19.03, -15.59, 20.37], [-22.85, -18.89, 27.36], [-24.04, -12.04, 19.95], [-23.80, -18.04, 29.06], [-23.61, -20.11, 20.95], [-22.78, -4.00, 17.85], [-24.96, -16.08, 17.36], [-16.02, -11.05, 30.18], [-27.31, -8.14, 17.78], [-23.09, -6.84, 24.60], [-17.07, -9.94, 24.35], [-23.74, -18.50, 26.86], [-22.41, -4.58, 19.22], [-23.03, -2.49, 17.90], [-23.23, -18.94, 28.81], [-31.34, -9.94, 26.14], [-16.35, -9.55, 26.74], [-26.82, -15.06, 15.15], [-13.23, -14.28, 20.92], [-30.72, -10.76, 21.47], [-14.45, -13.61, 18.61], [-25.45, -12.70, 13.50], [-27.05, -13.35, 13.26], [-32.65, -9.43, 19.68], [-20.39, -10.11, 13.99], [-20.47, -21.34, 22.80], [-23.05, -21.32, 22.01], [-24.32, -7.49, 24.54], [-28.56, -16.46, 21.70], [-14.87, -10.83, 28.93], [-21.12, -6.88, 23.28], [-27.71, -16.30, 22.35], [-29.22, -9.93, 19.81], [-30.77, -10.83, 18.66], [-23.94, -16.19, 15.21], [-29.94, -17.20, 23.33], [-25.34, -17.16, 13.26], [-15.32, -10.91, 26.64], [-32.13, -6.57, 26.81], [-24.82, -7.51, 25.52], [-22.08, -2.05, 18.19], [-25.40, -14.13, 15.54], [-21.19, -5.07, 24.45], [-23.92, -16.16, 26.50], [-20.75, -18.16, 27.49], [-25.02, -16.30, 15.31], [-33.33, -8.81, 27.74], [-21.84, -9.99, 15.59], [-20.18, -21.47, 20.78], [-21.56, -4.08, 19.67], [-30.56, -7.21, 26.50], [-20.51, -8.30, 23.72], [-22.27, -5.66, 19.16], [-16.17, -10.92, 16.75], [-19.59, -5.07, 25.15], [-13.86, -12.93, 21.84], [-12.96, -10.97, 20.15], [-16.34, -13.22, 25.73], [-22.44, -19.11, 29.54]],
  "lowdin_charge": [0.031, 0.073, 0.074, -0.144, -0.180, 0.075, -0.176, 0.084, -0.411, -0.402, 0.089, -0.111, 0.072, 0.088, -0.308, -0.158, -0.086, -0.069, -0.104, -0.111, 0.039, 0.045, 0.069, 0.087, 0.142, -0.191, 0.086, 0.121, -0.073, 0.139, 0.088, 0.088, -0.445, -0.455, 0.017, 0.085, -0.185, 0.137, 0.069, 0.029, -0.075, -0.119, -0.192, 0.075, 0.088, 0.075, -0.455, 0.074, -0.204, 0.123, 0.070, 0.061, -0.074, 0.131, 0.083, 0.079, 0.090, 0.081, 0.092, 0.107, -0.097, -0.112, 0.123, 0.088, 0.087, 0.059, 0.048, 0.123, 0.081, -0.447, 0.084, -0.129, -0.181, -0.097, 0.038, 0.073, 0.136, -0.206, -0.201, 0.077, -0.197, -0.500, 0.070, 0.077, 0.073, 0.065, -0.078, 0.122, 0.075, 1.047, 0.104, 0.058, 0.061, -0.069, 0.072, 0.073, -0.425, 0.084, 0.107, 0.084, -0.102, -0.186, 0.091, 0.132, 0.074, 0.041, 0.129, 0.081, -0.081, -0.367, 0.121, -0.442, -0.215, 0.073, 0.118, 0.068, 0.058, 0.116, 0.113, 0.085, 0.075, -0.142, 0.058, -0.437, -0.427, 0.070, 0.078, 0.077, -0.428, 0.076, 0.082, 0.083, -0.204, 0.067, 0.122, -0.073, -0.195, -0.081, -0.226, 0.122, 0.118, 0.078, 0.068, 0.121, 0.080, 0.082, 0.078, 0.078, -0.201, 0.074, -0.114, -0.313, 0.085, 0.066, 0.105, -0.184, 0.146, 0.140, 0.063, 0.069, 0.122, 0.077, 0.083, 0.127, 0.120, 0.084, 0.072, 0.119, -0.423, 0.062, -0.348, 0.121, 0.081, 0.078, 0.070, 0.081, 0.086, 0.083, 0.084, 0.044, 0.075, 0.078]
}



Entry 2:
{
  "formula": "C42H120AsF6O20V",
  "method": "wB97M-V/def2-TZVPD",
  "lumo_energy_ev": -0.30,
  "e_homo_ev": -9.4,
  "total_energy_ev": -189284.3921,
  "orbital_gap_ev": 9.07,
  "species": ["H", "O", "O", "H", "H", "H", "H", "H", "H", "H", "H", "H", "O", "H", "H", "H", "H", "O", "H", "F", "H", "H", "H", "H", "C", "H", "F", "C", "H", "H", "O", "H", "H", "H", "H", "C", "H", "O", "C", "H", "F", "H", "H", "H", "H", "H", "H", "H", "H", "As", "H", "H", "C", "C", "H", "H", "C", "H", "H", "C", "H", "H", "F", "C", "H", "H", "C", "H", "H", "C", "C", "F", "H", "H", "H", "H", "C", "H", "C", "C", "H", "H", "H", "H", "C", "H", "H", "H", "H", "O", "O", "H", "H", "H", "C", "H", "H", "H", "O", "H", "H", "H", "C", "C", "H", "H", "C", "H", "F", "H", "C", "O", "H", "H", "C", "H", "O", "H", "H", "H", "C", "H", "H", "H", "H", "O", "C", "H", "O", "C", "H", "C", "C", "O", "C", "O", "H", "C", "H", "C", "H", "H", "H", "H", "O", "V", "C", "H", "H", "C", "O", "C", "H", "H", "C", "H", "O", "O", "H", "C", "H", "C", "H", "H", "H", "H", "H", "H", "H", "H", "H", "H", "H", "C", "C", "C", "H", "C", "H", "H", "C", "H", "O", "H", "H", "H", "H", "H", "C", "H"],
  "coordinates": [[3.61, -6.15, 2.80], [4.07, 0.23, 1.49], [-6.73, 2.02, -2.65], [3.11, -5.90, -4.71], [-1.83, -7.15, -0.29], [-5.43, 2.54, 0.36], [-4.12, 1.09, 2.96], [2.00, -3.78, -2.90], [2.76, 1.23, -2.93], [2.23, -2.94, 1.38], [1.08, 3.20, 2.34], [5.16, 0.16, -3.55], [-2.83, -2.06, 2.82], [-1.79, 2.59, -0.14], [-2.42, 0.57, 4.89], [-2.90, -6.59, -1.70], [-2.13, -1.80, 2.20], [1.65, -0.56, 7.55], [3.11, 0.33, 1.55], [1.63, -1.14, -0.32], [5.82, 1.85, -0.72], [0.70, 5.76, -5.22], [-0.54, -6.71, 4.79], [-1.24, 0.20, 3.57], [-2.94, 4.13, -1.25], [-3.21, 4.91, -0.55], [-0.84, 0.96, 0.95], [-1.54, -5.69, 3.38], [5.59, 0.30, 2.75], [-3.03, 0.40, 1.71], [-4.51, -5.18, -0.26], [-4.71, -0.23, 1.94], [4.99, 4.11, -2.62], [-4.01, -1.20, 4.12], [4.45, 1.51, 4.67], [3.05, -6.26, 1.89], [6.64, 3.70, -1.99], [-2.69, 0.76, -1.05], [0.63, -1.17, 6.74], [1.45, -0.33, -5.66], [0.01, 0.29, -1.39], [2.84, -5.32, -2.41], [3.08, -3.64, 2.81], [1.52, -4.26, 2.40], [0.49, 0.72, -3.69], [2.22, 3.51, -5.83], [-1.31, 2.39, -5.09], [-0.67, 1.03, -5.96], [-5.02, 1.56, -1.60], [0.38, -0.17, 0.36], [-0.25, 4.83, -1.51], [-1.55, -1.00, 4.91], [-6.10, 1.74, -1.46], [3.00, 5.50, -5.75], [2.34, -4.49, -6.58], [-1.24, -4.65, 3.61], [-6.10, 4.52, 3.30], [5.02, -0.67, -5.08], [0.50, 4.77, 2.92], [5.66, 3.31, -2.30], [-6.30, -3.21, 3.31], [4.58, -3.77, 0.47], [-0.87, -1.42, 0.21], [2.33, 4.08, -3.81], [4.69, -1.23, 0.49], [5.69, 4.09, 0.23], [-3.28, -5.61, 0.18], [-5.94, 3.76, -0.84], [-6.34, -4.97, 3.21], [3.12, -0.08, -4.41], [-3.81, 0.16, 2.45], [0.75, -0.69, 1.96], [-0.03, -2.29, -2.28], [3.25, -3.46, -5.45], [0.28, 3.79, -0.12], [-1.35, -3.05, -3.17], [-4.56, 4.31, 3.14], [-4.37, 3.82, 2.18], [-6.66, 0.43, -0.97], [-2.00, -0.25, 4.24], [2.17, 4.95, -3.18], [-6.16, 2.37, -3.34], [-6.41, 5.34, 2.56], [-6.64, 3.62, 3.05], [2.52, -0.08, -5.79], [4.06, 5.18, -5.74], [-1.51, -5.78, 2.30], [5.20, -2.34, -2.09], [-2.40, -4.23, -1.16], [-1.86, -1.28, -2.52], [-1.39, 2.89, 3.39], [2.02, -6.55, 2.07], [-1.37, -4.56, 0.36], [2.96, 1.63, 3.63], [4.77, 3.54, 0.08], [-0.83, 5.11, 0.16], [1.75, 3.99, 3.85], [4.95, 1.14, -4.96], [4.48, -4.65, 0.84], [-3.19, 3.27, 4.09], [0.95, -6.22, -5.12], [2.60, 0.88, -6.29], [4.50, 0.27, 2.88], [2.10, 4.44, -5.24], [-0.87, 3.12, -2.71], [2.30, -1.23, 7.77], [2.44, -3.84, 1.97], [-0.03, -0.39, 6.38], [1.54, 1.24, 0.54], [-1.30, 2.11, 2.85], [-0.49, 3.78, 5.38], [5.15, -1.93, -0.04], [-7.22, 3.00, 0.02], [-5.15, -5.90, -0.15], [2.38, -5.10, -4.51], [5.86, 2.60, -3.11], [0.70, 4.80, -5.30], [2.53, -5.07, 0.20], [-2.66, 5.39, 3.12], [-3.75, 3.41, -1.34], [-0.13, 3.03, 4.10], [-5.45, -4.04, 2.02], [-3.99, 6.34, 2.46], [-6.68, -0.19, -1.87], [-0.55, -1.65, -3.91], [-1.26, 2.58, -2.03], [-1.68, 3.39, -0.86], [0.34, 3.85, 6.06], [-0.65, -6.72, 3.83], [-2.35, -4.39, -0.06], [4.02, -1.11, -1.48], [3.97, -1.00, 3.55], [-0.49, 1.68, -5.11], [-0.46, 0.78, -3.97], [3.12, -4.94, 1.13], [-4.53, -4.26, 3.93], [-7.72, 0.61, -0.75], [-0.85, -2.09, -2.98], [0.99, -1.72, 5.86], [-5.71, -4.10, 3.08], [-2.56, -5.86, 3.74], [1.64, 3.29, -3.45], [0.09, -1.92, 7.33], [-3.29, -5.86, 1.26], [-3.10, 1.07, -3.55], [-2.02, 0.80, -2.49], [4.07, 1.57, 3.63], [-2.81, -3.56, 0.44], [3.03, -0.80, -6.41], [2.76, -4.52, -3.16], [2.31, 0.79, -3.68], [-0.55, 4.32, -0.56], [-3.94, -3.63, 3.48], [2.78, 5.82, -6.77], [4.64, 0.20, -4.51], [-6.09, 0.11, -0.12], [-4.17, 3.39, 4.15], [1.05, -5.65, -4.36], [3.98, 4.22, -0.16], [-3.22, -0.83, 3.45], [4.14, -0.91, 4.60], [-6.21, 2.82, -0.37], [5.73, -0.69, -1.69], [3.02, 6.34, -5.04], [2.91, -1.00, 3.26], [-0.74, 4.80, 5.04], [-6.25, 4.79, 4.32], [0.23, 2.00, 4.29], [3.06, -1.08, -3.93], [0.45, 2.23, -5.17], [-2.21, -1.55, -1.67], [-2.76, 4.65, -2.21], [-1.29, 3.23, 5.90], [5.06, -1.48, -1.39], [-3.72, 5.62, 3.22], [-2.81, -6.82, -0.62], [4.46, 2.43, 3.11], [2.35, -4.06, -5.59], [4.44, -1.89, 3.20], [-3.87, 6.14, 4.18], [0.87, 3.80, 3.22], [3.34, 3.74, -3.56], [3.87, 1.96, -1.55], [4.55, 2.90, 0.94], [3.46, 1.56, -0.82], [1.46, -3.42, -5.42], [3.73, -4.04, -3.28], [3.58, -6.99, 1.29], [5.07, 2.57, -1.10], [-3.43, -7.68, -0.35]],
  "lowdin_charge": [0.073, -0.099, -0.026, 0.141, 0.076, 0.074, 0.077, 0.074, 0.079, 0.056, 0.054, 0.040, -0.083, 0.107, 0.099, 0.091, 0.061, -0.123, 0.044, -0.210, 0.141, 0.089, 0.077, 0.053, -0.011, 0.093, -0.241, -0.147, 0.140, 0.057, -0.049, 0.080, 0.064, 0.135, 0.090, -0.053, 0.089, -0.309, -0.151, 0.078, -0.277, 0.090, 0.060, 0.077, 0.068, 0.131, 0.087, 0.101, 0.098, 0.907, 0.098, 0.065, -0.550, -0.057, 0.076, 0.086, -0.046, 0.093, 0.073, -0.049, 0.071, 0.036, -0.227, -0.063, 0.050, 0.080, -0.540, 0.059, 0.068, -0.478, -0.033, -0.217, 0.091, 0.066, 0.070, 0.106, -0.483, 0.108, -0.042, -0.030, 0.090, 0.098, 0.099, 0.064, -0.047, 0.093, 0.044, 0.089, 0.084, -0.168, -0.088, 0.073, 0.073, 0.074, -0.023, 0.101, 0.080, 0.078, -0.046, 0.051, 0.076, 0.083, -0.429, -0.504, 0.095, 0.061, -0.045, 0.056, -0.271, 0.030, -0.037, -0.141, 0.088, 0.111, -0.502, 0.069, -0.063, 0.123, 0.052, 0.053, -0.449, 0.064, 0.064, 0.087, 0.083, -0.148, -0.393, 0.072, -0.133, -0.037, 0.071, -0.034, -0.062, -0.226, -0.488, -0.142, 0.084, -0.115, 0.069, -0.128, 0.069, 0.074, 0.081, 0.121, -0.266, 0.874, -0.031, 0.055, 0.076, -0.051, -0.075, -0.023, 0.019, 0.088, -0.030, 0.065, -0.088, -0.051, 0.073, -0.431, 0.076, -0.050, 0.057, 0.093, 0.074, 0.087, 0.065, 0.132, 0.133, 0.065, 0.101, 0.105, 0.090, -0.142, -0.050, -0.049, 0.057, -0.059, 0.064, 0.087, -0.047, 0.052, -0.059, 0.058, 0.037, 0.088, 0.070, 0.075, -0.457, 0.079]
}